[1]
Here is 2 unconnected molecules or ions with the total composition CH6O at a distorted geometry from OMol25. Energies are from ωB97M-V/def2-TZVPD.

ORCA input file:
```
! RIJCOSX wB97M-V def2-TZVPD def2/J DEFGRID3
* xyz 0 1
C 0.0000 0.0000 0.0000
H 0.1901 0.2066 1.0636
H 0.7505 0.5186 -0.6147
H 0.0634 -1.0832 -0.1804
H -1.0048 0.3578 -0.2691
O 2.5727 -0.2788 6.7836
H 1.9273 0.0842 6.1356
H 2.0420 -0.8836 7.3500
*
```

frontier orbital gap: 0.458 Ha
relative energy (zero: lowest compared OMol25 entry of this formula, charge and spin): 0.6 kcal/mol
E_LUMO: 0.880 eV
structure (SMILES): C.O



[2]
Here is C2H4N2O3 in the gas phase at a distorted geometry from OMol25. Energies are from ωB97M-V/def2-TZVPD.

ORCA input file:
```
! RIJCOSX wB97M-V def2-TZVPD def2/J DEFGRID3
* xyz 0 1
N -0.0794 0.2481 -0.5669
C -0.0970 0.1885 0.8294
N -1.0640 1.0443 -1.1030
C 1.1519 -0.3980 1.4786
O -0.0133 -1.0724 -1.1302
O -0.9997 0.6001 1.5107
O 1.9862 -1.0979 0.9347
H 0.8922 -1.1450 -1.5186
H -2.0046 0.7018 -0.8773
H -0.9594 1.0816 -2.1127
H 1.1872 -0.1511 2.5553
*
```

frontier orbital gap: 0.340 Ha
relative energy (zero: lowest compared OMol25 entry of this formula, charge and spin): 95.2 kcal/mol
E_LUMO: -0.562 eV
structure (SMILES): NN(O)C(=O)C=O



[3]
Here is a molecular structure, C5H20F2N10O5Y at a distorted geometry from OMol25. Energies are from ωB97M-V/def2-TZVPD.

ORCA input file:
```
! RIJCOSX wB97M-V def2-TZVPD def2/J DEFGRID3
* xyz 1 1
Y 2.7838 -0.4347 0.0253
F 0.6595 0.1403 -0.4670
F 2.8064 1.7805 0.4687
C -2.4431 -2.1091 0.9313
O -2.9290 -3.1967 1.2015
N -2.5215 -1.0515 1.7726
N -1.8490 -1.7336 -0.2287
H -2.3240 -0.0834 1.5898
H -2.9317 -1.2237 2.6767
H -1.1776 -0.9906 -0.1033
H -1.6891 -2.4713 -0.8951
C -1.9237 2.3265 -1.2166
O -2.8352 3.1415 -1.2812
N -1.4661 1.6249 -2.2628
N -1.2312 2.0701 -0.0838
H -1.4073 2.0569 -3.1685
H -0.8430 0.8806 -1.9931
H -1.3840 2.7579 0.6386
H -0.3696 1.5390 -0.0897
C 2.0546 2.8630 -2.8179
O 2.8584 1.9581 -3.0275
N 1.5012 3.5966 -3.8230
N 1.5666 3.1209 -1.5983
H 0.6803 4.0987 -3.5284
H 1.7583 3.6003 -4.7921
H 2.0904 2.6089 -0.8998
H 0.5807 3.3016 -1.5202
C 1.0094 -0.1155 2.9484
O 1.5357 -0.8069 2.0399
N 0.0491 0.7684 2.6737
N 1.4984 -0.1584 4.1948
H -0.1430 1.5702 3.2476
H -0.2657 0.6130 1.7277
H 2.2574 -0.8078 4.3179
H 0.8754 0.1003 4.9426
C 0.7887 -3.4871 -0.1829
O 1.6303 -2.5849 -0.1313
N 0.0892 -3.8909 0.8862
N 0.3951 -4.1685 -1.2950
H -0.5198 -4.6808 0.7630
H 0.0442 -3.3975 1.7613
H -0.2451 -4.9443 -1.2888
H 0.9857 -4.1809 -2.1125
*
```

frontier orbital gap: 0.250 Ha
relative energy (zero: lowest compared OMol25 entry of this formula, charge and spin): 16.6 kcal/mol
E_LUMO: -5.012 eV